Entry 1:
Here is a cluster of 2 separate species, C6H14O in total from the OMol25 dataset. Energies are from ωB97M-V with the def2-TZVPD basis set.

Geometry as ORCA input:
```
! wB97M-V def2-TZVPD RIJCOSX def2/J DEFGRID3
* xyz 0 1
C 1.65 1.02 -0.30
C 0.63 0.69 0.79
C 1.32 0.40 2.12
C -0.25 -0.51 0.41
C -1.28 -0.30 -0.65
C -2.01 -1.41 -1.20
O -1.57 0.94 -0.91
H 2.20 1.93 -0.03
H 1.18 1.14 -1.27
H 2.38 0.20 -0.40
H -0.03 1.56 0.93
H 1.96 1.24 2.42
H 1.96 -0.49 2.04
H 0.60 0.22 2.93
H -0.85 -0.83 1.28
H 0.35 -1.37 0.10
H 0.03 -0.59 -2.35
H -2.92 -1.15 -1.74
H -2.06 -2.29 -0.57
H -1.04 -1.36 -2.00
H -2.25 0.97 -1.61
*
```

Energy relative to the best compared isomer or geometry (same formula, charge and spin) in eV: 4.9074
Max |F| in eV/Å: 0.36

Entry 2:
Here is a cluster of 14 separate species, C73H166N8O14 in total in a non-equilibrium geometry from the OMol25 dataset. Energies are from ωB97M-V with the def2-TZVPD basis set.

Geometry as ORCA input:
```
! wB97M-V def2-TZVPD RIJCOSX def2/J DEFGRID3
* xyz 0 1
C -5.78 -0.94 -1.73
O -4.87 0.21 -1.90
H -6.28 -0.77 -0.75
H -6.52 -1.09 -2.59
H -5.25 -1.91 -1.64
H -4.49 0.20 -2.79
C -0.01 4.93 3.44
C 1.47 5.33 3.47
C 2.24 4.14 4.02
C 3.75 4.36 3.72
C 4.00 4.43 2.26
C 3.30 5.66 1.63
N 1.90 5.53 2.05
O 1.21 6.66 1.61
C 3.98 7.01 1.95
C 3.43 5.47 0.14
C 1.59 6.52 4.46
H -0.70 5.76 3.26
H -0.20 4.50 4.43
H -0.19 4.20 2.66
H 1.95 3.96 5.07
H 1.96 3.19 3.48
H 4.28 3.54 4.20
H 4.07 5.25 4.25
H 3.68 3.50 1.78
H 5.07 4.43 2.13
H 3.95 7.33 3.05
H 5.10 7.06 1.78
H 3.59 7.90 1.36
H 2.97 6.28 -0.50
H 4.50 5.29 -0.02
H 2.86 4.55 -0.07
H 1.20 7.39 4.08
H 2.67 6.65 4.67
H 1.12 6.35 5.42
H 0.45 6.32 1.10
C 0.16 1.94 6.22
C 0.80 0.53 6.23
C -0.15 -0.55 5.76
C 0.50 -1.90 5.54
C 1.60 -1.66 4.55
C 2.65 -0.58 4.99
N 1.88 0.61 5.26
O 2.75 1.65 5.69
C 3.43 -1.04 6.25
C 3.66 -0.19 3.86
C 1.20 0.41 7.65
H 0.68 2.57 6.96
H -0.83 1.92 6.67
H 0.24 2.46 5.29
H -0.95 -0.68 6.54
H -0.68 -0.22 4.93
H -0.25 -2.60 5.11
H 0.73 -2.23 6.55
H 1.16 -1.43 3.61
H 2.18 -2.56 4.35
H 4.27 -1.69 5.93
H 3.79 -0.09 6.63
H 2.73 -1.51 6.97
H 4.09 -1.11 3.38
H 3.06 0.36 3.13
H 4.46 0.46 4.19
H 1.89 1.25 7.94
H 1.58 -0.55 7.90
H 0.34 0.55 8.33
H 3.10 2.09 4.92
C 4.51 -1.75 -1.89
C 4.47 -1.67 -3.44
C 5.34 -2.84 -3.96
C 4.61 -4.18 -3.76
C 3.34 -4.18 -4.59
C 2.39 -3.07 -4.11
N 3.15 -1.78 -4.06
O 2.34 -0.75 -3.71
C 1.33 -2.82 -5.15
C 1.80 -3.41 -2.74
C 5.14 -0.35 -3.91
H 5.53 -1.55 -1.71
H 4.24 -2.69 -1.48
H 3.95 -0.91 -1.41
H 5.55 -2.59 -5.04
H 6.25 -3.02 -3.39
H 4.39 -4.32 -2.66
H 5.31 -4.95 -4.13
H 2.78 -5.11 -4.66
H 3.50 -3.88 -5.69
H 0.80 -3.67 -5.52
H 0.56 -2.25 -4.73
H 1.74 -2.26 -5.99
H 2.49 -3.63 -1.92
H 1.11 -2.61 -2.48
H 1.21 -4.32 -2.79
H 4.83 -0.08 -4.90
H 6.22 -0.52 -3.91
H 4.84 0.49 -3.28
H 2.25 -0.74 -2.70
C -6.44 0.85 4.39
C -5.28 -0.06 4.80
C -5.57 -0.70 6.12
C -4.48 -1.66 6.42
C -4.47 -2.79 5.37
C -4.32 -2.26 3.94
N -5.26 -1.12 3.73
O -4.94 -0.47 2.52
C -2.89 -1.79 3.62
C -4.65 -3.42 2.93
C -4.00 0.84 4.85
H -6.14 1.46 3.52
H -6.59 1.56 5.24
H -7.40 0.27 4.19
H -5.60 0.07 6.90
H -6.53 -1.27 6.08
H -4.59 -2.24 7.36
H -3.50 -1.12 6.45
H -5.43 -3.26 5.51
H -3.71 -3.47 5.64
H -2.26 -1.41 4.47
H -2.35 -2.61 3.15
H -3.05 -1.00 2.92
H -4.06 -4.29 3.18
H -5.67 -3.60 2.92
H -4.32 -3.19 1.94
H -3.03 0.48 5.02
H -4.21 1.63 5.60
H -4.03 1.34 3.86
H -5.77 -0.45 2.01
C -0.10 7.56 -2.87
C -0.25 7.06 -4.34
C 0.08 8.15 -5.38
C 1.62 8.43 -5.41
C 2.22 7.25 -5.97
C 2.01 6.05 -5.00
N 0.56 5.90 -4.78
O 0.41 4.84 -3.89
C 2.53 4.84 -5.77
C 2.89 6.24 -3.71
C -1.69 6.64 -4.61
H -0.78 8.42 -2.77
H 0.85 8.05 -2.79
H -0.38 6.75 -2.17
H -0.33 7.82 -6.37
H -0.47 9.05 -5.04
H 1.97 8.65 -4.42
H 1.84 9.36 -6.02
H 3.29 7.27 -6.06
H 1.74 6.99 -6.93
H 2.47 3.91 -5.23
H 1.90 4.76 -6.63
H 3.57 5.06 -6.00
H 3.83 6.75 -3.84
H 2.37 6.91 -2.98
H 3.05 5.23 -3.23
H -2.25 7.40 -4.12
H -1.88 5.63 -4.19
H -1.78 6.52 -5.69
H 0.76 5.10 -3.01
C -7.37 -3.14 -5.24
C -6.10 -3.28 -6.10
C -5.23 -2.06 -6.10
C -4.40 -1.97 -4.90
C -3.49 -3.15 -4.73
C -4.36 -4.43 -4.58
N -5.20 -4.41 -5.75
O -5.94 -5.61 -5.70
C -3.44 -5.58 -4.67
C -5.15 -4.52 -3.23
C -6.53 -3.55 -7.57
H -8.25 -2.79 -5.73
H -7.24 -2.59 -4.33
H -7.71 -4.11 -4.77
H -4.63 -2.17 -6.99
H -5.95 -1.29 -6.33
H -4.87 -1.91 -3.94
H -3.76 -1.07 -4.87
H -2.79 -3.11 -3.95
H -3.00 -3.24 -5.72
H -2.92 -5.69 -5.61
H -2.66 -5.53 -3.88
H -3.93 -6.54 -4.38
H -5.75 -3.63 -2.98
H -5.80 -5.39 -3.21
H -4.32 -4.65 -2.44
H -7.14 -2.79 -8.03
H -7.14 -4.47 -7.62
H -5.59 -3.66 -8.10
H -6.55 -5.45 -4.96
C 2.07 -5.13 2.87
C 3.25 -5.35 1.82
C 4.56 -5.76 2.53
C 4.55 -7.18 3.11
C 4.10 -8.18 2.13
C 2.80 -7.79 1.39
N 2.91 -6.40 0.87
O 1.65 -6.07 0.23
C 2.67 -8.61 0.09
C 1.60 -8.13 2.35
C 3.50 -4.03 1.03
H 1.11 -5.46 2.48
H 1.87 -4.06 3.07
H 2.32 -5.69 3.79
H 5.37 -5.65 1.78
H 4.70 -5.10 3.39
H 3.96 -7.18 4.00
H 5.53 -7.43 3.44
H 3.89 -9.13 2.60
H 4.81 -8.35 1.37
H 3.49 -8.47 -0.55
H 2.55 -9.69 0.29
H 1.75 -8.28 -0.46
H 1.70 -9.16 2.77
H 1.55 -7.46 3.19
H 0.69 -8.12 1.79
H 2.64 -3.77 0.47
H 4.33 -4.12 0.33
H 3.79 -3.23 1.71
H 1.81 -6.12 -0.73
C 0.88 -1.62 0.58
C -0.35 -0.67 0.50
C -0.75 0.01 1.80
C 0.10 1.21 2.19
C 0.19 2.24 1.10
C 0.63 1.64 -0.22
N -0.24 0.45 -0.52
O 0.13 -0.14 -1.78
C 0.42 2.69 -1.36
C 2.13 1.30 -0.23
C -1.52 -1.60 0.03
H 1.19 -1.87 -0.41
H 0.62 -2.58 1.08
H 1.70 -1.14 1.12
H -1.82 0.31 1.65
H -0.67 -0.75 2.58
H 1.10 0.96 2.60
H -0.40 1.70 3.05
H 0.96 2.98 1.33
H -0.72 2.83 1.02
H 1.14 3.46 -1.16
H 0.65 2.37 -2.38
H -0.57 3.14 -1.27
H 2.35 0.65 -1.10
H 2.77 2.18 -0.39
H 2.51 0.71 0.62
H -1.25 -2.35 -0.76
H -2.36 -0.97 -0.27
H -1.94 -2.20 0.92
H -0.57 0.25 -2.36
O -1.08 6.42 0.12
H -1.76 6.79 0.62
H -1.52 5.92 -0.63
O -1.84 1.10 -3.36
H -2.16 1.73 -2.66
H -1.25 1.58 -4.05
O -0.40 2.38 -5.21
H 0.03 3.08 -4.66
H 0.33 1.80 -5.35
O -2.98 4.27 -1.10
H -2.97 3.25 -1.02
H -3.89 4.52 -1.25
O -2.93 1.66 -0.82
H -2.08 1.14 -0.66
H -3.58 1.07 -1.12
*
```

Energy relative to the best compared isomer or geometry (same formula, charge and spin) in eV: 0.0000
Max |F| in eV/Å: 3.53

Entry 3:
Here is a cluster of 2 separate species, C4H3N5O4 in total in a non-equilibrium geometry from the OMol25 dataset. Energies are from ωB97M-V with the def2-TZVPD basis set.

Geometry as ORCA input:
```
! wB97M-V def2-TZVPD RIJCOSX def2/J DEFGRID3
* xyz -2 1
C 1.36 0.64 0.34
C -1.77 -0.54 -1.04
C -2.17 1.52 0.54
C -1.48 0.91 -0.71
N 2.63 0.85 -0.10
N 2.52 1.69 -1.16
N 1.23 1.89 -1.43
N 0.55 1.31 -0.42
N 0.85 -0.15 1.32
O -2.76 -0.68 -1.77
O -3.24 2.05 0.22
O -1.09 -1.39 -0.47
O -1.62 1.27 1.61
H -1.43 1.55 -1.59
H 1.47 -1.00 1.33
H -0.14 -0.35 1.03
*
```

Energy relative to the best compared isomer or geometry (same formula, charge and spin) in eV: 0.9383
Max |F| in eV/Å: 4.09